Record 1
{"formula": "C28H71BrF4N6O15P", "method": "wB97M-V/def2-TZVPD", "elements": ["C", "C", "C", "C", "N", "N", "C", "P", "O", "N", "C", "N", "C", "C", "C", "C", "C", "N", "C", "F", "F", "C", "F", "F", "N", "C", "C", "O", "Br", "H", "H", "H", "H", "H", "H", "H", "H", "H", "H", "H", "H", "H", "H", "H", "H", "H", "H", "H", "C", "O", "H", "H", "H", "H", "C", "O", "H", "H", "H", "H", "C", "O", "H", "H", "H", "H", "C", "O", "H", "H", "H", "H", "C", "O", "H", "H", "H", "H", "C", "O", "H", "H", "H", "H", "C", "O", "H", "H", "H", "H", "C", "O", "H", "H", "H", "H", "C", "O", "H", "H", "H", "H", "C", "O", "H", "H", "H", "H", "C", "O", "H", "H", "H", "H", "C", "O", "H", "H", "H", "H", "C", "O", "H", "H", "H", "H"], "xyz": [[-4.9964, 1.4013, 4.1915], [-4.1768, 1.0618, 2.9347], [-2.8622, 0.3207, 3.2477], [-2.5947, -0.8472, 2.3206], [-2.5815, -0.4271, 0.8885], [-1.4121, -0.7936, 0.2572], [-0.9166, -1.9723, -0.0758], [-1.7162, -3.5581, 0.2983], [-3.1911, -3.4509, 0.2251], [0.2319, -1.8663, -0.7199], [0.4821, -0.5489, -0.7952], [1.6011, -0.0835, -1.4131], [2.4817, -1.1003, -1.9726], [3.4894, -1.6239, -1.1735], [4.3113, -2.5983, -1.7282], [4.0645, -2.9819, -3.0422], [3.0256, -2.3777, -3.7464], [2.2273, -1.4489, -3.2155], [1.9552, 1.2902, -1.5088], [0.9338, 2.0037, -2.0387], [2.1618, 1.7897, -0.2447], [3.2412, 1.5903, -2.3044], [3.0606, 1.2822, -3.5940], [3.4234, 2.9233, -2.1939], [-0.5116, 0.1539, -0.1797], [-0.8164, 1.5473, 0.0794], [-1.5958, 2.2935, -0.9945], [-1.5826, 3.4790, -1.0295], [-2.5919, 1.2224, -2.2023], [-5.4123, 2.4047, 4.1378], [-5.8165, 0.7001, 4.3332], [-4.3746, 1.3619, 5.0860], [-4.7799, 0.4355, 2.2762], [-3.9571, 1.9925, 2.4130], [-2.8903, -0.0838, 4.2590], [-2.0041, 0.9923, 3.1665], [-1.6283, -1.2730, 2.5799], [-3.3439, -1.6275, 2.4572], [-3.3421, -0.8540, 0.3661], [-1.1302, -4.4248, -0.6273], [-1.1979, -3.9203, 1.5477], [3.6121, -1.2784, -0.1557], [5.1014, -3.0693, -1.1631], [4.6684, -3.7445, -3.5113], [2.8336, -2.6558, -4.7738], [4.1132, 1.0905, -1.8831], [0.0747, 2.1179, 0.2958], [-1.4501, 1.5659, 0.9671], [5.5329, 4.9834, -3.4754], [6.5923, 5.2411, -4.3916], [5.7533, 4.0483, -2.9685], [5.4512, 5.7808, -2.7308], [4.5816, 4.8877, -4.0051], [6.3927, 6.0619, -4.8501], [-5.4592, -5.7443, 1.9342], [-5.6739, -4.3452, 2.0369], [-6.0464, -6.2161, 2.7198], [-5.7983, -6.1341, 0.9698], [-4.4056, -6.0040, 2.0777], [-5.1642, -3.9127, 1.3450], [-3.4019, -8.2514, 4.6807], [-3.4568, -6.8280, 4.6628], [-2.3514, -8.5305, 4.6617], [-3.8551, -8.6602, 5.5862], [-3.8965, -8.6852, 3.8074], [-4.3821, -6.5688, 4.6841], [-1.8231, -4.0572, 4.7319], [-1.5781, -2.7029, 4.3468], [-2.7882, -4.3468, 4.3244], [-1.0560, -4.7321, 4.3399], [-1.8640, -4.1631, 5.8169], [-0.7344, -2.4215, 4.7179], [-2.2258, -2.7685, -3.8682], [-2.4711, -2.0850, -2.6368], [-1.9525, -2.0116, -4.5980], [-1.3993, -3.4778, -3.7758], [-3.1186, -3.2903, -4.2162], [-2.7180, -2.7293, -1.9689], [0.4245, 5.2384, 1.5210], [0.2538, 6.0084, 0.3416], [1.0811, 5.7963, 2.1826], [-0.5314, 5.0726, 2.0255], [0.8928, 4.2728, 1.2952], [-0.3287, 5.5189, -0.2489], [0.9312, 7.4608, -3.2354], [0.6535, 8.1335, -2.0185], [1.1856, 8.2176, -3.9748], [1.7785, 6.7748, -3.1310], [0.0586, 6.9033, -3.5874], [0.4245, 7.4733, -1.3570], [0.6791, 0.8904, 4.3451], [0.4882, -0.3549, 5.0055], [-0.1729, 1.5238, 4.5799], [1.5870, 1.3805, 4.7030], [0.7404, 0.7595, 3.2565], [1.2642, -0.8922, 4.8024], [8.0315, 7.6525, -1.4837], [7.7418, 8.4314, -2.6371], [8.6709, 8.2497, -0.8391], [7.1179, 7.4017, -0.9364], [8.5602, 6.7347, -1.7544], [7.1842, 7.9033, -3.2132], [4.7452, -6.5173, -2.5049], [5.4487, -5.5642, -1.7090], [3.7343, -6.1375, -2.6370], [5.2069, -6.6401, -3.4873], [4.6917, -7.4894, -2.0118], [6.3442, -5.8906, -1.5815], [-2.0531, 7.5174, -5.6087], [-2.1286, 8.9145, -5.8486], [-2.9324, 7.0688, -6.0644], [-1.1574, 7.0814, -6.0612], [-2.0646, 7.2994, -4.5370], [-1.3636, 9.3345, -5.4464], [-6.6371, -2.9857, -1.3726], [-5.6832, -2.2578, -0.6072], [-7.5314, -2.3725, -1.4366], [-6.2744, -3.1830, -2.3854], [-6.8975, -3.9321, -0.8915], [-4.8882, -2.7903, -0.5199], [3.1624, -3.1400, 3.9265], [2.8692, -1.7512, 3.7513], [2.4241, -3.5377, 4.6179], [3.0917, -3.6856, 2.9825], [4.1550, -3.2852, 4.3542], [3.5236, -1.3760, 3.1570]], "lowdin_charge": [-0.093, -0.235, -0.192, -0.180, 0.071, -0.049, -0.353, 0.846, -0.397, 0.209, -0.199, 0.144, -0.316, 0.005, -0.027, -0.033, -0.087, 0.160, -0.421, 0.147, 0.108, -0.294, 0.129, 0.107, 0.087, -0.097, -0.814, 0.068, 0.890, 0.070, 0.075, 0.069, 0.103, 0.098, 0.116, 0.087, 0.095, 0.125, 0.126, 0.043, 0.037, 0.119, 0.107, 0.104, 0.116, 0.173, 0.113, 0.129, -0.164, -0.119, 0.068, 0.073, 0.075, 0.073, -0.162, -0.124, 0.079, 0.078, 0.066, 0.018, -0.146, -0.143, 0.078, 0.080, 0.076, 0.068, -0.138, -0.151, 0.064, 0.074, 0.087, 0.057, -0.121, -0.187, 0.084, 0.077, 0.084, 0.012, -0.145, -0.119, 0.086, 0.082, 0.062, 0.056, -0.161, -0.112, 0.080, 0.071, 0.057, 0.036, -0.153, -0.126, 0.074, 0.085, 0.064, 0.037, -0.164, -0.119, 0.078, 0.071, 0.077, 0.049, -0.150, -0.141, 0.073, 0.082, 0.080, 0.084, -0.175, -0.115, 0.078, 0.075, 0.065, 0.070, -0.137, -0.143, 0.083, 0.076, 0.076, -0.004, -0.126, -0.136, 0.080, 0.077, 0.085, 0.078], "total_charge": 1, "homo_lumo_gap_ha": 0.2905, "homo_ha": -0.420, "e_tot_ha": -5880.9630}



Record 2
{"formula": "C32H22Cl3N3OP2PtSe2", "method": "wB97M-V/def2-TZVPD", "elements": ["Pt", "Cl", "C", "C", "C", "Cl", "C", "O", "C", "Cl", "C", "H", "H", "Se", "P", "C", "C", "C", "C", "C", "C", "C", "C", "C", "C", "C", "C", "C", "C", "N", "N", "N", "P", "Se", "C", "C", "C", "C", "C", "C", "C", "C", "C", "C", "C", "C", "H", "H", "H", "H", "H", "H", "H", "H", "H", "H", "H", "H", "H", "H", "H", "H", "H", "H", "H", "H"], "xyz": [[2.9098, -1.7384, 0.5621], [8.0535, -3.0078, 5.2102], [6.5833, -2.9315, 4.4083], [6.5264, -2.3769, 3.1195], [5.3345, -2.2778, 2.4343], [5.3143, -1.5377, 0.8615], [4.1358, -2.7919, 3.0081], [2.9909, -2.8052, 2.3620], [4.1680, -3.3139, 4.3701], [2.7708, -3.8719, 5.1406], [5.4076, -3.3979, 5.0141], [7.4179, -2.0457, 2.6372], [5.4460, -3.8343, 6.0060], [-3.4738, -2.3134, 1.5310], [-2.9156, -1.3335, -0.3844], [-3.3672, 0.3677, -0.0243], [-2.4268, 1.3132, 0.3845], [-2.8373, 2.6113, 0.7218], [-4.1876, 2.9556, 0.6307], [-5.1324, 2.0181, 0.2134], [-4.7205, 0.7432, -0.1445], [-2.8304, -1.3316, -2.2672], [-2.1721, -2.3781, -2.9549], [-2.0420, -2.4020, -4.3560], [-2.5892, -1.3785, -5.1385], [-3.1648, -0.2904, -4.4822], [-3.2317, -0.2341, -3.0800], [-1.1845, -1.6712, 0.0428], [0.0972, -1.0333, -0.1925], [0.9765, -1.9883, 0.2837], [0.3806, -3.1366, 0.6198], [-0.9670, -3.0008, 0.4023], [0.9037, 0.5845, -0.4872], [2.9172, -0.0909, -1.2130], [1.0173, 1.3090, 1.2180], [1.2564, 0.4942, 2.3415], [1.1556, 1.0057, 3.6446], [0.8091, 2.3306, 3.8486], [0.5803, 3.1642, 2.7395], [0.8196, 2.6914, 1.4454], [0.1970, 1.3895, -1.9173], [0.1055, 0.6196, -3.0907], [-0.2474, 1.2048, -4.3053], [-0.6228, 2.5513, -4.3263], [-0.5468, 3.3289, -3.1791], [-0.1711, 2.7517, -1.9597], [-1.3738, 1.0265, 0.4927], [-2.1109, 3.3590, 1.0161], [-4.4773, 3.9616, 0.8970], [-6.1639, 2.3135, 0.1380], [-5.4584, -0.0110, -0.4590], [-1.6985, -3.1874, -2.3975], [-1.5071, -3.2205, -4.8280], [-2.5668, -1.4054, -6.2210], [-3.5217, 0.5429, -5.0659], [-3.6117, 0.6738, -2.6204], [1.5781, -0.5373, 2.2121], [1.3451, 0.3599, 4.5021], [0.7819, 2.7239, 4.8630], [0.2306, 4.1728, 2.9176], [0.8716, 3.3966, 0.6176], [0.3271, -0.4447, -3.0235], [-0.2311, 0.6125, -5.2186], [-0.9261, 3.0135, -5.2471], [-0.7756, 4.3879, -3.2235], [-0.1557, 3.3409, -1.0503]], "lowdin_spin": [0.004, 0.000, 0.000, 0.000, 0.000, 0.001, 0.000, 0.000, 0.000, 0.000, 0.000, 0.000, 0.000, 1.179, 0.388, 0.033, 0.006, 0.002, 0.002, 0.001, 0.017, 0.116, 0.035, -0.002, 0.031, 0.002, 0.044, 0.039, 0.003, 0.018, -0.002, 0.069, 0.000, 0.000, 0.000, 0.000, 0.000, 0.000, 0.000, 0.000, 0.000, 0.000, 0.000, 0.000, 0.000, 0.000, 0.000, 0.000, 0.000, 0.000, 0.005, 0.002, -0.001, 0.002, 0.000, 0.002, 0.000, 0.000, 0.000, 0.000, 0.000, 0.000, 0.000, 0.000, 0.000, 0.000], "spin_multiplicity": 3, "homo_lumo_gap_ha": [0.1822, 0.2351], "homo_ha": [-0.208, -0.284], "e_tot_ha": -8457.4723, "e_above_lowest_kj_mol": 0.0}



Record 3
{"formula": "C4H8O2", "method": "wB97M-V/def2-TZVPD", "elements": ["C", "C", "O", "H", "H", "H", "H", "C", "C", "O", "H", "H", "H", "H"], "xyz": [[-0.7471, -1.6608, -1.9696], [-0.9703, -1.5448, -0.6764], [-2.1720, -1.2400, -0.0937], [0.2561, -1.8564, -2.2952], [-1.4549, -1.4458, -2.7635], [-0.1010, -1.5682, -0.0294], [-2.1075, -1.5491, 0.8231], [1.0105, 1.9951, 1.4413], [1.0435, 0.9713, 0.3498], [1.7086, -0.0288, 0.4508], [0.3939, 2.8569, 1.2281], [0.7349, 1.5875, 2.4164], [2.0171, 2.3314, 1.6372], [0.3882, 1.1515, -0.5189]], "lowdin_charge": [0.009, -0.309, -0.009, 0.050, 0.060, 0.089, 0.101, -0.053, -0.315, 0.028, 0.069, 0.087, 0.078, 0.117], "homo_lumo_gap_ha": 0.3639, "homo_ha": -0.335, "e_tot_ha": -307.6329, "e_above_lowest_kj_mol": 208.8}



Record 4
{"formula": "C4H15N2O", "method": "wB97M-V/def2-TZVPD", "elements": ["C", "C", "C", "N", "H", "H", "H", "H", "H", "H", "H", "H", "H", "H", "N", "C", "O", "H", "H", "H", "H", "H"], "xyz": [[-1.1536, -0.3378, -1.1364], [0.3465, -0.0991, -0.9843], [1.1928, -1.3328, -1.1656], [0.7525, 0.8155, -2.1191], [-1.6677, 0.6218, -1.0647], [-1.2950, -0.6793, -2.2160], [-1.4934, -1.1163, -0.4604], [0.5360, 0.4721, -0.0562], [0.9593, -1.8663, -2.0975], [0.9851, -2.0086, -0.2951], [2.2397, -1.1179, -1.1460], [0.1612, 1.7207, -2.1014], [1.7429, 1.0909, -2.0475], [0.6515, 0.4281, -3.0747], [-0.9759, 1.5472, 2.3433], [-0.4275, 0.3355, 2.8875], [-0.0224, -0.6912, 1.8832], [-0.3821, 1.8319, 1.5362], [-1.8819, 1.3502, 1.9391], [0.4773, 0.6141, 3.4457], [-1.1271, -0.1748, 3.5363], [0.3819, -1.4041, 2.3938]], "lowdin_spin": [0.002, -0.001, 0.000, 0.000, 0.000, 0.001, 0.001, -0.001, 0.000, 0.000, 0.000, 0.000, 0.000, 0.000, 0.590, 0.079, 0.230, 0.009, 0.028, 0.050, 0.008, 0.003], "total_charge": 2, "spin_multiplicity": 2, "homo_lumo_gap_ha": [0.4765, 0.2294], "homo_ha": [-0.739, -0.731], "e_tot_ha": -345.3963, "e_above_lowest_kj_mol": 211.7}